Record 1
Density functional theory data (ωB97M-V with the def2-TZVPD basis set) for a structure of composition C34H25IrN9Te.

Properties
- LUMO level (eV) = -4.79
- E_HOMO (eV) = -11.0
- net charge = +1
- orbital gap (Eh) = 0.229

Each line ends with the Löwdin charge.
Atoms and positions in Å:
Ir (-1.14571, -0.90750, -0.46876)  1.11
N (-7.66684, 5.50921, 4.22626)  0.17
C (-6.94198, 4.79258, 3.69773)  -0.17
C (-6.03313, 3.89029, 3.04069)  -0.22
C (-5.83737, 3.98032, 1.66482)  0.00
C (-4.96403, 3.10922, 1.03588)  0.00
C (-4.28591, 2.15145, 1.78374)  -0.21
C (-4.47987, 2.06407, 3.15721)  -0.01
C (-5.35451, 2.93197, 3.78843)  -0.01
C (-3.34713, 1.21400, 1.10193)  -0.03
C (-3.90350, 0.13284, 0.42545)  -0.24
C (-5.27603, -0.15639, 0.24569)  0.02
C (-5.35520, -1.25527, -0.58210)  -0.04
C (-4.03378, -1.62030, -0.87884)  -0.18
N (-3.15915, -0.80867, -0.27266)  -0.17
C (-1.99067, 1.53365, 1.13079)  -0.22
C (-1.43413, 2.73490, 1.62765)  0.02
C (-0.10966, 2.77265, 1.24963)  -0.03
C (0.12933, 1.59491, 0.53316)  -0.14
N (-0.96916, 0.83042, 0.48798)  -0.11
H (-6.36794, 4.72878, 1.09269)  0.13
H (-4.80897, 3.17771, -0.03367)  0.11
H (-3.94857, 1.31784, 3.73420)  0.13
H (-5.51475, 2.87194, 4.85592)  0.13
H (-6.08932, 0.40019, 0.68149)  0.13
H (-6.24287, -1.74556, -0.94426)  0.11
H (-3.70211, -2.42774, -1.51632)  0.09
H (-1.98514, 3.48211, 2.17494)  0.13
H (0.60888, 3.55434, 1.42740)  0.11
H (1.04022, 1.30915, 0.03143)  0.11
C (-2.47310, -3.43326, 1.86336)  -0.37
Te (-1.35077, -3.58113, 0.06064)  1.31
C (0.51147, -4.09244, 0.93959)  -0.40
H (-2.67707, -4.43808, 2.22022)  0.02
H (-3.39825, -2.91833, 1.61589)  0.00
H (-1.90376, -2.86425, 2.59174)  0.02
H (0.73927, -3.40289, 1.74636)  0.01
H (1.27465, -4.03984, 0.16658)  0.01
H (0.43840, -5.10928, 1.31507)  0.02
N (-1.17784, 0.26858, -2.04291)  0.01
C (-1.30960, 1.43407, -2.20825)  -0.14
C (-1.47835, 2.75062, -2.44288)  -0.23
C (-0.33304, 3.59623, -2.48321)  -0.20
N (0.62285, 4.23582, -2.48866)  0.17
C (-2.81328, 3.24556, -2.51634)  -0.19
N (-3.90060, 3.61504, -2.58262)  0.17
N (6.08762, -1.42008, -0.43767)  0.17
C (7.29083, -1.58347, -1.09051)  -0.18
C (8.61070, -1.57965, -0.64295)  -0.01
C (9.57887, -1.78021, -1.60150)  -0.07
C (9.25476, -1.97736, -2.95881)  -0.07
C (7.95045, -1.97836, -3.39353)  0.00
C (6.95104, -1.77582, -2.43644)  -0.22
N (5.58164, -1.72157, -2.59140)  0.19
C (5.10918, -1.50748, -1.39421)  -0.29
C (3.68043, -1.37966, -1.12598)  -0.10
C (2.79397, -1.35419, -2.20296)  0.03
C (1.44677, -1.20907, -1.97099)  -0.10
N (0.93209, -1.10507, -0.73159)  -0.17
C (1.77754, -1.14972, 0.30825)  -0.17
C (3.14052, -1.27767, 0.15524)  0.02
H (5.97212, -1.21097, 0.53753)  0.16
H (8.86788, -1.42772, 0.39662)  0.11
H (10.61960, -1.78535, -1.30677)  0.11
H (10.05609, -2.12802, -3.66910)  0.11
H (7.69326, -2.12405, -4.43351)  0.12
H (3.17446, -1.43246, -3.21106)  0.13
H (0.74022, -1.15552, -2.78781)  0.11
H (1.33244, -1.06610, 1.29198)  0.12
H (3.75551, -1.29996, 1.04410)  0.12

Record 2
Density functional theory data (ωB97M-V with the def2-TZVPD basis set) for a structure of composition C34H26AsBrClIIrN2O4.

Properties
- LUMO level (spin up / spin down) (eV) = -4.29 / -4.30
- E_HOMO (spin up / spin down) (eV) = -9.8 / -9.8
- net charge = +1
- orbital gap (spin up / spin down) (Eh) = 0.204 / 0.204

Each line ends with the Löwdin charge.
Atoms and positions in Å:
Ir (0.00895, -0.09156, -0.33403)  1.18
O (-1.51259, -2.60948, 5.42395)  0.12
C (-1.16390, -2.00832, 4.29255)  -0.29
C (-0.12098, -1.07920, 4.19079)  0.03
C (0.15856, -0.51734, 2.96385)  -0.09
N (-0.51412, -0.82728, 1.85706)  -0.08
C (-1.51203, -1.70225, 1.96028)  -0.71
Br (-2.41259, -2.04386, 0.32425)  0.82
C (-1.88849, -2.31582, 3.13295)  -0.01
H (-0.98144, -2.31968, 6.17840)  0.14
H (0.45081, -0.79820, 5.06138)  0.13
H (0.94356, 0.21715, 2.85035)  0.12
H (-2.71072, -3.01062, 3.18150)  0.13
Cl (6.59834, 1.88957, 1.85333)  0.72
C (4.92442, 1.86846, 1.45540)  -0.62
C (4.17799, 3.02447, 1.56715)  -0.16
C (2.82626, 3.02455, 1.26151)  -0.62
I (1.67788, 4.76978, 1.42965)  0.98
C (2.13414, 1.86435, 0.84505)  -0.47
O (0.88873, 1.85210, 0.64014)  -0.22
C (2.93979, 0.66904, 0.68762)  -0.16
N (2.31285, -0.41962, 0.21867)  0.03
C (2.98447, -1.53543, 0.04196)  -0.11
C (4.34951, -1.63971, 0.33288)  -0.02
C (5.01675, -0.54291, 0.81704)  0.00
C (4.32292, 0.66716, 0.99514)  -0.17
H (4.65002, 3.93590, 1.90231)  0.10
H (2.43979, -2.38460, -0.34429)  0.11
H (4.86187, -2.57555, 0.18218)  0.11
H (6.06846, -0.58380, 1.05548)  0.10
C (0.37835, 5.92201, -2.14385)  -0.08
C (-0.75801, 5.79566, -1.36262)  -0.10
C (-1.29246, 4.54449, -1.10704)  -0.11
C (-0.68965, 3.41455, -1.64680)  -0.38
C (0.46793, 3.53945, -2.41171)  -0.11
C (0.99489, 4.79287, -2.66185)  -0.07
As (-1.43897, 1.64709, -1.42013)  1.31
C (-1.85204, 1.17409, -3.26138)  -0.36
C (-1.94577, 2.15441, -4.24259)  -0.10
C (-2.20648, 1.79805, -5.55409)  -0.06
C (-2.37937, 0.46691, -5.89259)  -0.07
C (-2.31283, -0.51216, -4.91402)  -0.07
C (-2.04407, -0.15843, -3.60277)  -0.12
C (-3.21309, 1.98091, -0.68441)  -0.37
C (-4.21292, 2.53931, -1.47042)  -0.09
C (-5.47082, 2.75519, -0.93518)  -0.06
C (-5.73403, 2.42111, 0.38394)  -0.07
C (-4.73547, 1.87464, 1.17291)  -0.07
C (-3.47949, 1.64885, 0.63638)  -0.13
H (0.78304, 6.90102, -2.34724)  0.11
H (-1.23445, 6.67242, -0.95409)  0.11
H (-2.18083, 4.44046, -0.49353)  0.11
H (0.93742, 2.64504, -2.80645)  0.10
H (1.88132, 4.89372, -3.26891)  0.11
H (-1.80837, 3.19761, -3.97748)  0.11
H (-2.26633, 2.56766, -6.30891)  0.11
H (-2.56124, 0.19325, -6.92061)  0.11
H (-2.46402, -1.55027, -5.16822)  0.11
H (-1.96029, -0.92627, -2.83975)  0.08
H (-4.00399, 2.80806, -2.50019)  0.10
H (-6.24608, 3.18354, -1.55228)  0.11
H (-6.71746, 2.58902, 0.79607)  0.11
H (-4.92956, 1.62383, 2.20493)  0.11
H (-2.68732, 1.21756, 1.24199)  0.08
C (1.61922, -1.60562, -3.92496)  0.04
C (1.00029, -0.99821, -2.69873)  -0.72
O (0.97399, 0.24360, -2.54903)  -0.06
O (0.51798, -1.75539, -1.81707)  -0.13
H (2.66799, -1.32166, -3.96514)  0.10
H (1.12052, -1.20990, -4.80600)  0.09
H (1.51623, -2.68521, -3.87914)  0.09

Record 3
Density functional theory data (ωB97M-V with the def2-TZVPD basis set) for a structure of composition C34H26CuN7PS4.

Properties
- LUMO level (eV) = 1.26
- E_HOMO (eV) = -3.7
- net charge = -1
- orbital gap (Eh) = 0.184

Each line ends with the Löwdin charge.
Atoms and positions in Å:
Cu (0.89834, 0.47401, 1.57958)  -0.17
S (-2.77711, -5.73855, 0.80776)  1.03
C (-1.77443, -7.11006, 0.99638)  -0.42
C (-0.46972, -6.75999, 1.14465)  -0.17
C (-0.27906, -5.35145, 1.09846)  -0.10
C (-1.44112, -4.65733, 0.91960)  -0.48
C (-1.61542, -3.19600, 0.84817)  -0.18
C (-0.47891, -2.36445, 0.95097)  -0.03
N (-0.54061, -1.05989, 0.95343)  0.09
C (-1.73625, -0.45893, 0.85159)  -0.15
C (-2.92202, -1.17545, 0.68865)  -0.13
C (-4.16054, -0.45509, 0.54586)  -0.02
C (-4.18507, 0.89234, 0.57386)  -0.02
C (-2.97723, 1.65682, 0.75906)  -0.14
C (-2.96100, 3.05820, 0.76713)  0.02
C (-1.77596, 3.72992, 0.94127)  -0.19
C (-0.61242, 2.96218, 1.13802)  -0.05
N (-0.58641, 1.64228, 1.13142)  0.04
C (-1.76299, 0.98645, 0.91758)  -0.14
C (-1.67830, 5.20232, 0.91441)  -0.48
C (-0.55258, 5.97267, 0.87280)  -0.12
C (-0.82882, 7.36830, 0.83945)  -0.18
C (-2.16210, 7.63124, 0.85590)  -0.43
S (-3.08359, 6.19496, 0.91352)  1.05
C (-2.83476, -2.57858, 0.69267)  0.02
H (-2.20614, -8.09784, 0.99925)  0.06
H (0.33164, -7.46931, 1.29145)  0.11
H (0.68795, -4.88178, 1.21564)  0.11
H (0.51724, -2.78267, 1.04267)  0.12
H (-5.07717, -1.01876, 0.41618)  0.11
H (-5.12014, 1.42903, 0.46521)  0.11
H (-3.89026, 3.59887, 0.62143)  0.10
H (0.34122, 3.44213, 1.31563)  0.12
H (0.44787, 5.56469, 0.85491)  0.11
H (-0.06727, 8.13349, 0.80384)  0.10
H (-2.65515, 8.58966, 0.83829)  0.06
H (-3.74337, -3.16303, 0.58906)  0.10
S (1.11052, -0.30521, 3.73124)  0.55
C (2.11504, -1.64208, 3.22218)  -0.71
C (2.11487, -2.82521, 3.97111)  -0.09
C (2.85559, -3.94418, 3.61287)  -0.22
C (2.75441, -5.14918, 4.39741)  -0.20
N (2.66122, -6.11377, 5.01844)  0.13
C (3.65999, -3.89116, 2.46867)  -0.23
C (3.68769, -2.72364, 1.71609)  -0.09
C (2.92182, -1.59800, 2.03808)  -0.69
S (2.94579, -0.21808, 0.95927)  0.56
C (4.44177, -5.02781, 2.05175)  -0.20
N (5.06969, -5.93315, 1.71856)  0.13
H (1.49068, -2.87201, 4.85401)  0.10
H (4.30282, -2.68884, 0.82599)  0.10
C (-0.01448, 1.82357, -4.66806)  -0.21
N (-0.28505, 2.39972, -3.35352)  -0.15
C (0.88014, 3.18583, -2.94739)  -0.20
N (2.13862, 2.44614, -2.95737)  -0.15
C (2.32217, 1.87612, -4.28836)  -0.21
N (1.21366, 1.03685, -4.74321)  -0.16
C (1.10621, -0.17548, -3.91644)  -0.36
P (0.81790, 0.11652, -2.09187)  1.01
C (-0.56373, 1.35073, -2.36058)  -0.34
C (2.15795, 1.39689, -1.92456)  -0.38
H (0.06659, 2.64431, -5.38589)  0.12
H (-0.85722, 1.19113, -4.95601)  0.12
H (0.70595, 3.57997, -1.94335)  0.12
H (0.97638, 4.02570, -3.64094)  0.12
H (3.24002, 1.28547, -4.29604)  0.12
H (2.43068, 2.70054, -4.99861)  0.12
H (2.02628, -0.75574, -4.02403)  0.08
H (0.29360, -0.79490, -4.30548)  0.07
H (-0.77775, 1.83742, -1.40979)  0.05
H (-1.46903, 0.81052, -2.65438)  0.08
H (3.12369, 0.88934, -1.94052)  0.07
H (2.06720, 1.85130, -0.93501)  0.05

Across the entries above, calculated total energy takes the values -59199.374, -201187.177, -143383.782 eV, respectively.
Across the entries above, relative energy (zero: lowest compared OMol25 entry of this formula, charge and spin) takes the values 63.7, 115.4, 9.3 kJ/mol, respectively.